*1*
The following is a DFT calculation (wB97M-V/def2-TZVPD) of the molecule C3H5ClO.

- structure (SMILES) = C[C@@H](Cl)C=O
- HOMO-LUMO gap (eV) = 10.897
- highest occupied orbital energy (eV) = -10.270

Geometry (Å):
C1 0.82 -0.63 -0.49
C2 -0.01 0.52 -0.15
Cl1 -1.00 0.85 -1.59
C3 -0.97 0.29 0.99
O1 -2.03 0.79 1.15
H1 1.60 -0.36 -1.16
H2 1.27 -1.05 0.44
H3 0.24 -1.42 -0.94
H4 0.58 1.45 0.01
H5 -0.50 -0.45 1.75

***

*2*
The following is a DFT calculation (wB97M-V/def2-TZVPD) of the molecule C3H5ClO.

- structure (SMILES) = OC1(Cl)CC1
- HOMO-LUMO gap (eV) = 10.931
- highest occupied orbital energy (eV) = -10.057

Geometry (Å):
O1 -1.47 -0.86 -1.29
C1 0.01 -0.31 -0.88
Cl1 0.97 -0.50 -2.27
C2 0.17 0.83 0.05
C3 0.60 -0.56 0.52
H1 -2.11 -0.45 -0.69
H2 -0.76 1.31 0.65
H3 0.92 1.64 -0.10
H4 1.68 -1.03 0.58
H5 -0.11 -1.07 1.26

***

Computed energies relative to the best structure, in kJ/mol: *1* 0.0; *2* 176.9

***

*1*
The following is a DFT calculation (wB97M-V/def2-TZVPD) of the molecule C3H4N2S.

- structure (SMILES) = [H]/N=C1/C=NCS1
- HOMO-LUMO gap (eV) = 9.602
- highest occupied orbital energy (eV) = -9.395

Geometry (Å):
H1 1.60 2.00 -1.31
N1 0.65 1.69 -1.36
C1 0.28 0.89 -0.43
C2 -0.90 0.06 -0.60
N2 -0.98 -1.02 0.05
C3 -0.05 -1.17 1.05
S1 1.01 0.49 1.14
H2 -1.45 0.41 -1.53
H3 -0.72 -1.23 2.04
H4 0.56 -2.10 0.95

***

*2*
The following is a DFT calculation (wB97M-V/def2-TZVPD) of the molecule C3H4N2S.

- structure (SMILES) = C1=NN=CSC1
- HOMO-LUMO gap (eV) = 9.463
- highest occupied orbital energy (eV) = -9.112

Geometry (Å):
C1 1.19 -0.36 -0.31
N1 1.13 0.88 -0.34
N2 0.14 1.77 0.05
C2 -1.01 1.38 -0.01
S1 -1.58 -0.17 -0.31
C3 -0.01 -1.20 0.13
H1 2.32 -0.74 -0.28
H2 -2.05 2.02 0.09
H3 -0.14 -1.40 1.20
H4 0.03 -2.16 -0.22

***

*3*
The following is a DFT calculation (wB97M-V/def2-TZVPD) of the molecule C3H4N2S.

- structure (SMILES) = S=C1C=NCN1
- HOMO-LUMO gap (eV) = 8.808
- highest occupied orbital energy (eV) = -8.431

Geometry (Å):
S1 -2.86 -0.10 -0.06
C1 -1.26 -0.03 -0.09
C2 -0.17 1.44 -0.04
N1 1.02 1.05 -0.02
C3 1.12 -0.38 -0.02
N2 -0.27 -0.97 -0.08
H1 -0.42 2.44 -0.06
H2 1.57 -0.80 -0.87
H3 1.75 -0.84 0.88
H4 -0.48 -1.82 0.37

***

*4*
The following is a DFT calculation (wB97M-V/def2-TZVPD) of the molecule C3H4N2S.

- structure (SMILES) = SC1C=NN=C1
- HOMO-LUMO gap (eV) = 9.742
- highest occupied orbital energy (eV) = -9.703

Geometry (Å):
S1 0.63 1.60 0.64
C1 -0.56 0.32 0.12
C2 -0.37 -0.95 0.80
N1 -0.08 -1.90 -0.02
N2 0.05 -1.36 -1.36
C3 -0.31 -0.17 -1.32
H1 0.05 1.90 1.82
H2 -1.55 0.71 0.33
H3 -0.48 -1.07 1.85
H4 -0.41 0.50 -2.18

***

Computed energies relative to the best structure, in kJ/mol: *1* 0.0; *2* 190.3; *3* 30.0; *4* 53.4